Molecular formula: C5H15N2O
Method: DFT, the ωB97M-V functional and the def2-TZVPD basis

Bonds (Å) are listed after each position.
Cartesian coordinates (Å):
1 O -1.19 0.30 -3.29  C5 1.418, H15 0.996
2 N 1.64 1.18 2.02  C4 1.481, H12 0.978, H22 1.021, H23 1.032
3 N 1.35 -1.57 -0.46  C6 1.479, H16 1.027, H21 1.036
4 C 1.02 0.01 1.36  N2 1.481, C6 1.552, H9 1.070, H13 1.131
5 C -1.83 -0.19 -2.12  O1 1.418, C7 1.367, H19 1.063
6 C 2.03 -0.50 0.30  N3 1.479, C4 1.552, H14 1.097, H20 1.108
7 C -1.70 0.47 -0.93  C5 1.367, C8 1.545, H11 1.136
8 C -2.40 0.06 0.39  C7 1.545, H10 1.057, H17 1.131, H18 1.074
9 H 0.13 0.37 0.89  C4 1.070
10 H -2.55 0.83 1.10  C8 1.057
11 H -1.13 1.45 -0.88  C7 1.136
12 H 1.09 1.61 2.71  N2 0.978
13 H 0.82 -0.77 2.16  C4 1.131
14 H 2.84 -1.01 0.84  C6 1.097
15 H -1.57 -0.26 -4.01  O1 0.996
16 H 0.54 -1.15 -0.94  N3 1.027
17 H -1.92 -0.79 0.96  C8 1.131
18 H -3.36 -0.34 0.11  C8 1.074
19 H -2.46 -1.02 -2.32  C5 1.063
20 H 2.39 0.35 -0.31  C6 1.108
21 H 1.93 -1.87 -1.26  N3 1.036
22 H 2.55 0.91 2.38  N2 1.021
23 H 1.77 1.91 1.30  N2 1.032

## Properties
LUMO, eV: -3.7304
Total charge: +1
HOMO-LUMO gap, eV: 8.1
HOMO level, eV: -11.82

---

Molecular formula: C5H15N2O
Method: DFT, the ωB97M-V functional and the def2-TZVPD basis

Bonds (Å) are listed after each position.
Cartesian coordinates (Å):
1 O 0.71 2.01 3.75  H12 0.967, H22 0.967
2 N 0.79 2.33 0.74  C7 1.362, H10 1.009, H19 1.000
3 N -1.09 -2.24 -2.72  C6 1.535, H15 1.021, H16 1.018, H20 1.017
4 C 0.34 -0.93 -1.09  C6 1.523, C8 1.513, H14 1.091, H17 1.092
5 C -0.25 -0.37 1.36  C8 1.508, H13 1.090, H21 1.084, H23 1.097
6 C -0.99 -1.00 -1.82  N3 1.535, C4 1.523, H9 1.082, H11 1.082
7 C 0.81 1.30 -0.16  N2 1.362, C8 1.339, H18 1.084
8 C 0.22 0.11 0.01  C4 1.513, C5 1.508, C7 1.339
9 H -1.18 -0.15 -2.47  C6 1.082
10 H 0.17 2.21 1.52  N2 1.009
11 H -1.79 -1.05 -1.09  C6 1.082
12 H 0.49 2.51 4.55  O1 0.967
13 H -0.34 -1.45 1.43  C5 1.090
14 H 1.11 -0.59 -1.78  C4 1.091
15 H -1.76 -2.08 -3.47  N3 1.021
16 H -1.32 -3.07 -2.19  N3 1.018
17 H 0.59 -1.89 -0.63  C4 1.092
18 H 1.28 1.53 -1.11  C7 1.084
19 H 1.47 3.05 0.86  N2 1.000
20 H -0.18 -2.37 -3.16  N3 1.017
21 H 0.44 0.01 2.10  C5 1.084
22 H 1.67 2.11 3.64  O1 0.967
23 H -1.21 0.02 1.73  C5 1.097

## Properties
LUMO, eV: -3.5126
Total charge: +1
HOMO-LUMO gap, eV: 7.3
HOMO level, eV: -10.85